Formula: C33H46P2SiSn
Source: the Open Molecules 2025 dataset
Level of theory: ωB97M-V/def2-TZVPD

```
83
Properties=species:S:1:pos:R:3:forces:R:3:mulliken_charge:R:1
P -0.128 -2.274 -1.936 -0.8 -1.0 -2.2 1.0586
P 0.192 0.977 -3.983 0.5 -1.7 -6.6 0.9370
C -1.053 -1.606 -3.444 0.0 -0.3 0.3 -1.5287
C -0.410 -0.726 -4.490 0.7 0.2 -0.1 -1.1675
H -1.958 -1.129 -3.070 -0.2 0.0 0.1 0.4894
H -1.365 -2.505 -3.972 -0.3 -0.2 0.1 0.8850
H 0.447 -1.208 -4.996 -0.2 0.0 0.4 0.4413
H -1.147 -0.528 -5.283 0.2 -0.1 0.3 0.5855
C -1.143 1.836 -5.230 -0.4 -0.3 0.5 -1.8032
H -1.058 2.932 -5.141 -0.1 -0.4 -0.2 0.3227
H -2.158 1.520 -4.932 0.3 0.2 -0.2 0.5379
H -0.982 1.543 -6.279 0.0 0.0 0.5 0.5729
C 1.462 1.448 -5.323 0.7 1.0 -0.4 -1.1805
H 1.063 1.540 -6.337 -0.2 0.1 0.5 0.4344
H 2.219 0.658 -5.334 -0.2 0.2 0.1 0.4351
H 1.965 2.395 -5.041 -0.2 -0.6 -0.3 0.3922
C -1.610 -3.410 -1.562 0.2 -0.8 -0.4 -1.7897
H -1.345 -4.066 -0.709 -0.4 0.3 -0.6 0.4079
H -1.865 -4.094 -2.374 0.0 0.1 -0.2 0.5574
H -2.478 -2.756 -1.367 0.2 -0.4 -0.1 0.5560
C 0.976 -3.499 -2.743 0.1 -0.2 0.2 -1.3539
H 1.742 -3.024 -3.372 -0.2 0.0 0.3 0.3690
H 0.395 -4.202 -3.356 0.1 0.3 0.1 0.4074
H 1.474 -4.075 -1.956 0.1 0.0 -0.2 0.4148
Sn -1.218 -2.166 0.721 0.9 -0.4 2.0 0.6308
C 0.432 2.796 -3.026 -1.7 1.7 2.6 -1.0998
C -0.749 2.010 -2.692 0.8 3.9 0.5 0.2529
C -0.934 1.359 -1.374 0.3 -0.7 0.3 -1.4700
C 0.127 0.313 -0.986 -0.8 -0.5 1.4 3.3463
C 1.072 -0.375 -1.939 0.5 -1.5 2.3 -1.6204
C 1.678 0.439 -2.997 -1.1 -1.1 0.9 0.1588
C 2.454 1.511 -2.257 0.8 -0.1 -0.5 -1.6099
C 1.613 2.777 -2.097 0.2 1.5 0.1 0.4831
C -0.673 -4.127 1.600 -0.3 0.2 -0.3 -1.4396
H 0.354 3.603 -3.771 0.0 -0.7 0.1 0.4151
H -1.714 2.336 -3.120 0.9 -0.3 -0.2 0.9724
H -1.931 0.876 -1.403 0.5 0.3 0.1 0.7015
H -0.949 2.119 -0.550 -0.1 -0.3 -0.8 0.0527
H 0.665 0.672 -0.106 0.1 0.0 -0.4 -1.3597
H -0.570 -0.445 -0.543 1.2 0.9 -0.4 -1.7616
H 1.898 -0.934 -1.458 -0.6 0.3 0.5 0.7438
H 2.310 -0.165 -3.658 -0.2 0.1 0.3 1.0924
H 3.330 1.774 -2.843 0.1 0.0 -0.1 0.4073
H 2.839 1.163 -1.280 -0.3 0.1 -0.5 0.4858
H 1.283 2.921 -1.050 -0.2 -0.3 -0.5 -0.8763
H 2.289 3.644 -2.283 -0.7 -0.5 -0.1 0.7328
H 0.407 -4.172 1.777 -0.2 0.1 0.1 0.3583
H -0.967 -5.000 0.995 0.0 0.4 0.3 0.5246
H -1.225 -4.142 2.548 0.3 -0.1 -0.1 0.4097
C -0.747 4.223 1.955 -0.1 -0.3 -0.2 -0.9008
C 0.371 3.582 1.408 -0.1 -0.4 0.1 -0.5306
C 0.486 2.196 1.518 -0.2 0.3 0.4 -0.9675
C -0.538 1.417 2.109 0.0 0.2 -0.6 1.3689
C -1.702 2.061 2.544 0.2 0.3 0.0 -0.8003
C -1.778 3.459 2.510 0.0 0.1 -0.1 -0.7720
Si -0.206 -0.392 2.480 -0.3 0.7 1.0 0.6548
C 1.448 -0.285 3.344 0.6 -0.4 -0.7 0.0939
C 2.506 -1.176 3.097 0.0 0.3 0.6 -0.2876
C 3.654 -1.125 3.896 0.0 0.0 -0.1 -0.5777
C 3.773 -0.176 4.916 -0.1 -0.1 -0.2 -0.5719
C 2.768 0.774 5.090 -0.2 0.0 -0.1 -0.7671
C 1.620 0.737 4.291 0.2 0.0 0.3 0.2363
C -1.481 -1.044 3.695 -0.2 -0.6 -0.2 0.8415
C -1.075 -1.465 4.975 -0.2 0.3 0.1 -0.8032
C -2.029 -1.690 5.974 -0.1 -0.1 -0.2 -0.5869
C -3.398 -1.557 5.694 0.5 0.0 -0.5 -0.6062
C -3.805 -1.291 4.379 0.1 -0.1 -0.1 -0.6860
C -2.857 -1.073 3.375 0.1 0.0 0.4 -0.3021
H -0.815 5.307 1.913 -0.1 -0.2 0.1 0.4341
H 1.157 4.151 0.906 -0.2 -0.1 0.3 0.5273
H 1.405 1.718 1.158 -0.2 0.2 0.4 0.7726
H -2.538 1.480 2.946 0.4 0.3 0.0 0.4429
H -2.657 3.955 2.917 0.2 -0.1 -0.1 0.4405
H 2.430 -1.898 2.284 0.0 0.0 0.3 0.3213
H 4.463 -1.833 3.723 -0.2 0.2 0.0 0.4075
H 4.656 -0.163 5.560 -0.3 0.0 -0.3 0.3951
H 2.871 1.547 5.851 0.0 -0.2 -0.2 0.4282
H 0.868 1.520 4.418 0.1 -0.3 0.0 0.3516
H -0.007 -1.591 5.196 -0.5 0.2 0.0 0.3587
H -1.703 -1.979 6.973 -0.1 0.1 -0.3 0.4189
H -4.138 -1.716 6.473 0.1 0.0 -0.1 0.4222
H -4.865 -1.268 4.126 0.2 0.0 0.1 0.4316
H -3.194 -0.939 2.332 0.1 0.3 0.5 0.2999
```
Forces are in eV/Å.

E, eV: -67230.8002
HOMO-LUMO gap (alpha / beta), eV: 5.3 / 5.3
Energy above the lowest of the compared OMol25 structures with the same formula, charge and spin, kJ/mol: 314.4
E_HOMO (alpha / beta), eV: -12.88 / -12.92
Charge: +2